Below is a 4-piece molecular cluster, C44H83Br2Cl2F12N8O4S overall, with properties calculated with ωB97M-V/def2-TZVPD.

Total energy (eV): -275648.1563
Max |F| (eV/Å): 1.974
LUMO (eV): -3.1

```
! RIJCOSX wB97M-V def2-TZVPD def2/J DEFGRID3
* xyz 1 1
C -0.9135 -6.5174 3.2380
C -1.4763 -7.8473 2.7815
O -1.1476 -8.8542 3.2899
N -2.4159 -7.8437 1.6896
C -3.5705 -6.9444 1.8749
C -3.8113 -5.9882 0.6916
C -3.9036 -4.4868 1.0752
C -2.8864 -3.6803 0.2699
N -2.6133 -2.3112 0.7333
C -1.3531 -1.9307 1.0819
N -0.2822 -2.1228 0.3773
C -0.1302 -2.6720 -0.9687
C -0.1860 -1.5593 -2.0367
C 0.4840 -2.0518 -3.3139
O 0.4301 -0.3882 -1.5251
N -1.1557 -1.1866 2.2648
C -1.4449 -2.0036 3.4618
C -0.3967 -1.7271 4.5577
C 0.3799 -2.9750 4.9242
F -0.4836 -4.0063 5.1699
Br 1.5483 -3.4804 3.4438
C 1.2368 -2.8274 6.2045
F 1.9636 -3.9232 6.4011
F 0.3925 -2.7005 7.2348
Br 2.4126 -1.2957 6.1603
C -1.9823 0.0415 2.1875
C -3.4489 -0.3160 1.8835
C -4.4129 0.8174 2.1739
Cl -5.2232 1.6807 0.9121
C -4.7250 1.1835 3.4146
C -5.6655 2.2883 3.7957
Cl -4.0495 0.3138 4.7611
C -3.5218 -1.1345 0.5676
C -4.9210 -1.5093 0.0833
C -6.0893 -1.7162 1.0805
C -5.8097 -2.2390 2.5022
C -6.7467 -3.3782 2.9610
C -7.8273 -2.9338 3.9231
F -8.3419 -1.7492 3.4681
F -8.8458 -3.8086 3.9450
C -7.4582 -2.5978 5.4086
F -8.5935 -2.3903 6.0576
F -6.7572 -1.4687 5.4383
S -6.4653 -3.8980 6.3910
F -7.6666 -4.2498 7.3386
F -6.9253 -5.0482 5.3880
F -5.2100 -3.5639 5.4290
F -5.9889 -2.7774 7.4037
F -5.5613 -4.9440 7.1346
O -2.8585 -0.4936 -0.5645
N -2.8646 0.9594 -0.6545
O -3.0137 1.2720 -1.7500
H 0.0669 -6.6736 3.6819
H -0.8630 -5.8005 2.4115
H -1.5842 -6.0860 3.9867
H -1.8974 -7.5744 0.8594
H -4.4498 -7.5860 1.9800
H -3.4917 -6.3890 2.8152
H -4.7463 -6.2725 0.2045
H -3.0380 -6.1298 -0.0731
H -4.9022 -4.1489 0.7962
H -3.7557 -4.3567 2.1483
H -3.1899 -3.6887 -0.7840
H -1.9403 -4.2284 0.2919
H 0.5638 -1.8020 0.8346
H -0.8189 -3.4846 -1.1826
H 0.8732 -3.1102 -1.0119
H -1.2246 -1.3352 -2.2857
H 0.4365 -1.2870 -4.0899
H -0.0539 -2.9270 -3.6950
H 1.5134 -2.3706 -3.1225
H 1.3836 -0.5434 -1.4660
H -1.4107 -3.0651 3.2008
H -2.4378 -1.8046 3.8707
H 0.3065 -0.9856 4.1762
H -0.8419 -1.2935 5.4578
H -1.9001 0.5658 3.1396
H -1.5544 0.6972 1.4271
H -3.7042 -1.0599 2.6377
H -5.6606 2.4530 4.8694
H -5.3700 3.2180 3.2998
H -6.6779 2.0608 3.4482
H -4.8633 -2.3489 -0.6125
H -5.2083 -0.6772 -0.5629
H -6.6421 -0.7771 1.1649
H -6.7986 -2.3942 0.5962
H -5.9501 -1.4091 3.1976
H -4.7911 -2.5816 2.6599
H -6.1614 -4.1918 3.3801
H -7.2851 -3.8181 2.1147
C -0.8397 -0.2850 -7.9199
C -1.2329 0.3982 -6.6198
N -0.1377 0.4949 -5.6678
C -0.5583 0.9136 -4.3438
C -1.1578 2.3083 -4.1386
C 1.0762 1.1259 -6.1608
C 0.9811 2.5669 -6.6778
H -0.4289 -1.2777 -7.7300
H -1.7186 -0.3952 -8.5556
H -0.1049 0.2907 -8.4824
H -2.0240 -0.1876 -6.1420
H -1.6761 1.3778 -6.8573
H 0.2958 0.8001 -3.6721
H -1.3041 0.1833 -4.0040
H -0.4033 3.0934 -4.1581
H -1.6314 2.3238 -3.1558
H -1.9206 2.5435 -4.8817
H 1.4847 0.5012 -6.9578
H 1.8219 1.0776 -5.3612
H 0.1065 2.7218 -7.3106
H 1.8620 2.7992 -7.2787
H 0.9481 3.2897 -5.8633
C 8.1620 3.3451 -3.7299
C 6.6768 3.6625 -3.6522
N 5.8438 2.7082 -4.3643
C 4.4693 3.1468 -4.5059
C 3.6182 3.3045 -3.2369
C 6.0306 1.3161 -3.9976
C 5.8001 0.9166 -2.5320
H 8.4996 3.2811 -4.7649
H 8.7269 4.1375 -3.2368
H 8.4136 2.4107 -3.2270
H 6.5157 4.6447 -4.1054
H 6.3962 3.7600 -2.5904
H 3.9590 2.4595 -5.1880
H 4.4857 4.1108 -5.0233
H 3.2991 2.3426 -2.8341
H 2.7124 3.8677 -3.4743
H 4.1457 3.8496 -2.4533
H 7.0485 1.0310 -4.2704
H 5.3867 0.7146 -4.6451
H 6.2399 1.6362 -1.8401
H 6.2670 -0.0514 -2.3383
H 4.7408 0.8202 -2.2924
C 5.3771 7.2276 -1.2202
C 5.8322 7.2032 0.2315
N 6.8239 6.1762 0.5029
C 7.0705 5.9748 1.9202
C 7.6948 7.1231 2.7225
C 8.0017 6.2058 -0.3476
C 8.8607 7.4780 -0.3580
H 4.9937 6.2514 -1.5234
H 4.5795 7.9615 -1.3421
H 6.1810 7.5089 -1.9006
H 4.9664 6.9900 0.8648
H 6.1749 8.2129 0.5080
H 7.6941 5.0830 2.0297
H 6.1093 5.7200 2.3788
H 8.7598 7.2320 2.5236
H 7.5870 6.9222 3.7902
H 7.2074 8.0770 2.5194
H 7.6770 6.0059 -1.3720
H 8.6336 5.3527 -0.0861
H 8.2511 8.3822 -0.3868
H 9.4959 7.4836 -1.2457
H 9.5195 7.5393 0.5066
*
```

Below is a 12-piece molecular cluster, C44H88N8O12S4 overall, with properties calculated with ωB97M-V/def2-TZVPD.

Total energy (eV): -126882.9547
Max |F| (eV/Å): 3.416
SMILES: CCOS(C)(=O)=O.CCOS(C)(=O)=O.CCOS(C)(=O)=O.CCOS(C)(=O)=O.CCCC#N.CCCC#N.CCCC#N.CCCC#N.CCCC#N.CCCC#N.CCCC#N.CCCC#N
LUMO (eV): 0.3

```
! RIJCOSX wB97M-V def2-TZVPD def2/J DEFGRID3
* xyz 0 1
C 21.4022 18.5398 9.8720
C 20.1254 18.3266 10.5181
O 19.7214 19.4315 11.3933
S 19.4208 19.2339 12.8971
C 20.9059 19.6240 13.7025
O 18.4303 20.2228 13.2493
O 19.0827 17.8231 13.0987
H 21.5905 17.7048 9.1936
H 22.2831 18.6803 10.4820
H 21.3704 19.4346 9.2543
H 19.3771 18.2436 9.7266
H 20.1638 17.3995 11.0974
H 21.1202 20.6756 13.6612
H 21.6997 19.0255 13.1798
H 20.6759 19.2215 14.6991
C 13.1183 17.5392 15.3730
C 12.5879 17.2667 16.7141
O 11.6402 16.2012 16.5424
S 10.4259 15.9903 17.4490
C 9.2007 17.0379 16.7581
O 10.0203 14.6242 17.2366
O 10.7115 16.4821 18.7924
H 12.4213 17.9551 14.6485
H 13.5071 16.6790 14.8401
H 13.9134 18.2668 15.5586
H 13.3868 16.8688 17.2841
H 12.1319 18.1368 17.1351
H 8.6851 16.5594 15.9486
H 9.6560 17.9200 16.3169
H 8.5296 17.3460 17.5380
C 14.6642 17.7709 24.8994
C 16.0128 18.3009 25.3500
O 17.0235 17.7767 24.4173
S 17.6009 16.3271 24.7196
C 19.0739 16.5503 23.6823
O 17.9854 16.3224 26.1075
O 16.7802 15.2257 24.2402
H 14.5468 16.6750 24.7856
H 14.3290 18.2685 23.9573
H 13.8623 18.0975 25.5841
H 16.0480 19.3754 25.3074
H 16.3682 18.0045 26.3633
H 19.6647 17.4226 24.0864
H 18.7545 16.7508 22.6419
H 19.5720 15.5935 23.7327
C 11.2738 13.0077 20.2349
C 12.6154 12.5032 20.6194
O 13.5065 13.5464 20.2538
S 14.8248 13.8826 20.9852
C 14.4261 15.3661 21.7867
O 15.0868 12.9087 21.9926
O 15.7746 14.1337 19.9047
H 10.9603 13.9792 20.6440
H 10.5317 12.2370 20.4658
H 11.2558 13.1078 19.1389
H 12.6924 12.3498 21.6872
H 12.7672 11.5367 20.2245
H 13.6429 15.0952 22.5097
H 14.1763 16.1504 21.0600
H 15.2853 15.6941 22.3566
C 17.8468 22.4767 15.7709
C 18.1517 21.1876 16.4819
C 17.1941 20.8375 17.6197
C 15.8757 20.5746 17.1082
N 14.8455 20.3015 16.7137
H 17.7810 23.2937 16.5117
H 16.9023 22.4736 15.2182
H 18.6453 22.7005 15.0389
H 19.1691 21.1902 16.8799
H 18.1668 20.4322 15.6716
H 17.1226 21.7355 18.2533
H 17.5620 20.0429 18.2856
C 18.9126 21.0182 20.8036
C 17.9716 19.9556 21.3705
C 17.4220 20.3213 22.7463
C 18.4769 20.4216 23.8110
N 19.2474 20.5873 24.6262
H 19.7379 21.2136 21.4447
H 18.3664 21.9539 20.6903
H 19.3335 20.6968 19.8203
H 18.4546 19.0084 21.5012
H 17.0819 19.8219 20.7646
H 16.7424 19.5212 22.9901
H 16.9093 21.2666 22.7260
C 22.8531 18.1763 18.6911
C 22.6277 16.7605 19.1439
C 21.2521 16.6284 19.8028
C 21.1074 15.3607 20.5556
N 21.1090 14.3144 21.0568
H 22.0698 18.5619 18.0328
H 23.7815 18.1598 18.1293
H 22.9163 18.8331 19.5412
H 23.3474 16.5306 19.9271
H 22.6546 16.0262 18.3370
H 20.3909 16.7065 19.1327
H 21.1239 17.4772 20.4944
C 13.3909 21.0695 23.2465
C 12.8467 21.2996 21.8494
C 13.9518 21.2354 20.7559
C 14.4546 19.8700 20.7049
N 14.8171 18.7715 20.7468
H 14.0853 21.8912 23.5402
H 13.9026 20.1516 23.3964
H 12.5503 21.0946 23.9695
H 12.3745 22.2956 21.8404
H 12.0507 20.6123 21.5744
H 14.7151 21.9497 21.0951
H 13.5607 21.5228 19.8058
C 16.3197 15.9020 13.0270
C 15.8317 14.9614 11.9364
C 16.6121 15.1411 10.6319
C 18.0900 15.0887 10.7535
N 19.2228 15.0766 10.9339
H 15.8049 15.7441 13.9527
H 16.2717 16.9517 12.8049
H 17.3278 15.6082 13.2632
H 14.7622 14.9801 11.8383
H 16.0579 13.9750 12.3641
H 16.4154 16.0747 10.1212
H 16.2356 14.3517 9.9787
C 17.6602 17.1806 16.2095
C 16.6353 16.2527 16.8726
C 16.1014 16.7821 18.1948
C 17.1246 16.9259 19.1908
N 17.9000 17.0383 20.0580
H 18.5196 17.4171 16.8521
H 17.2972 18.1437 15.8027
H 18.0463 16.5928 15.3977
H 17.1015 15.3025 17.0771
H 15.7754 16.0193 16.2402
H 15.3636 16.1548 18.7222
H 15.6211 17.7253 18.0990
C 15.7272 8.3042 15.4095
C 16.4196 9.6770 15.5582
C 15.4744 10.7727 14.8537
C 16.0469 12.1247 14.9865
N 16.5952 13.1167 15.0097
H 15.7327 7.9878 14.3715
H 14.6625 8.3323 15.6634
H 16.2049 7.5721 16.0675
H 17.4246 9.6194 15.1226
H 16.5027 10.0085 16.6069
H 14.5144 10.9091 15.3782
H 15.1529 10.6002 13.8147
C 20.4651 13.3385 16.1252
C 19.5164 14.2129 15.3038
C 20.2998 15.2304 14.4580
C 20.8774 16.3673 15.2413
N 21.4715 17.1948 15.7719
H 19.9303 12.7053 16.8381
H 21.0760 14.0182 16.7088
H 21.1374 12.7629 15.4550
H 18.8758 14.8463 15.8844
H 18.8892 13.5650 14.6370
H 19.6913 15.7141 13.7248
H 21.1317 14.7884 13.8681
*
```

| no. | gap between HOMO and LUMO (eV) |
| --- | --- |
| 1 | 6.28 |
| 2 | 10.72 |